ORCA calculation (the ωB97M-V functional and the def2-TZVPD basis) on C5H8N2O in the gas phase at a distorted geometry.

Properties
spin multiplicity	1
DFT total energy	-10337.8837	eV
structure (SMILES)	[H]/N=C(C=C)/C(O)=C/N
relative energy (zero: lowest compared OMol25 entry of this formula, charge and spin)	467.22	kJ/mol
LUMO level (alpha / beta)	-0.055 / -0.072	eV

Last columns: bonded neighbours and bond lengths (Å).
CARTESIAN COORDINATES (ANGSTROEM)
1 C 1.20 0.43 -0.14  C2 1.468, C4 1.415, O7 1.370
2 C 0.75 -0.96 0.01  C1 1.468, C5 1.498, N8 1.288
3 N -0.67 1.98 0.80  C4 1.400, H11 1.015, H12 1.015
4 C 0.05 1.25 -0.15  C1 1.415, N3 1.400, H13 1.098
5 C -0.68 -0.76 0.41  C2 1.498, C6 1.369, H14 1.097
6 C -1.80 -0.94 -0.36  C5 1.369, H15 1.085, H16 1.083
7 O 2.29 0.63 -0.95  C1 1.370, H9 0.980
8 N 1.50 -1.98 -0.19  C2 1.288, H10 1.024
9 H 2.71 -0.25 -1.02  O7 0.980
10 H 0.98 -2.84 0.02  N8 1.024
11 H -0.45 2.97 0.80  N3 1.015
12 H -0.64 1.54 1.72  N3 1.015
13 H 0.03 1.84 -1.08  C4 1.098
14 H -0.75 -0.94 1.49  C5 1.097
15 H -1.74 -1.21 -1.40  C6 1.085
16 H -2.79 -0.76 0.04  C6 1.083

Here are the Mulliken charges for atoms 1 to 4, given in e:
1 C 0.134
2 C 0.594
3 N -0.488
4 C -0.298

=====

ORCA calculation (the ωB97M-V functional and the def2-TZVPD basis) on 2 unconnected molecules or ions with the total composition CHClOS2 at a distorted geometry.

Properties
spin multiplicity	1
DFT total energy	-37292.8610	eV
relative energy (zero: lowest compared OMol25 entry of this formula, charge and spin)	59.49	kJ/mol
LUMO level	-0.717	eV

Last columns: bonded neighbours and bond lengths (Å).
CARTESIAN COORDINATES (ANGSTROEM)
1 C 1.37 2.28 -1.03  O2 1.115
2 O 0.78 1.67 -1.76  C1 1.115
3 S -1.16 -0.84 1.72  S4 2.017, H6 1.397
4 S -0.29 -1.74 0.13  S3 2.017, Cl5 2.095
5 Cl 1.64 -1.03 -0.25  S4 2.095
6 H -2.35 -0.34 1.19  S3 1.397

Here are the Mulliken charges for atoms 1 to 4, given in e:
1 C 0.091
2 O -0.082
3 S -0.137
4 S 0.088

=====

ORCA calculation (the ωB97M-V functional and the def2-TZVPD basis) on 3 unconnected molecules or ions with the total composition C4H13NO2 at a distorted geometry.

Properties
spin multiplicity	2
charge	+1
DFT total energy	-9933.5305	eV
relative energy (zero: lowest compared OMol25 entry of this formula, charge and spin)	253.28	kJ/mol
LUMO level (alpha / beta)	-5.303 / -8.630	eV

Last columns: bonded neighbours and bond lengths (Å).
CARTESIAN COORDINATES (ANGSTROEM)
1 C -0.66 2.32 1.04  C2 1.529, H6 1.087, H7 1.089, H8 1.095
2 C 0.01 1.16 0.31  C1 1.529, C3 1.508, H9 1.092, H10 1.096
3 C -0.55 -0.17 0.72  C2 1.508, N5 1.517, H11 1.100, H12 1.096
4 C -0.21 -1.49 -1.28  N5 1.246, H13 1.098, H14 1.097
5 N 0.09 -1.28 -0.09  C3 1.517, C4 1.246
6 H -0.09 3.21 0.79  C1 1.087
7 H -1.72 2.39 0.80  C1 1.089
8 H -0.61 2.29 2.13  C1 1.095
9 H 1.09 1.09 0.49  C2 1.092
10 H -0.15 1.40 -0.75  C2 1.096
11 H -1.65 -0.23 0.68  C3 1.100
12 H -0.46 -0.42 1.78  C3 1.096
13 H -0.52 -0.67 -1.94  C4 1.098
14 H 0.12 -2.39 -1.81  C4 1.097
15 H -1.49 -2.79 1.19  O17 0.953
16 H -0.45 -3.92 1.61  O17 0.967
17 O -1.11 -3.28 1.91  H15 0.953, H16 0.967
18 H 2.62 1.11 -3.25  O20 0.973
19 H 2.98 1.17 -1.82  O20 0.946
20 O 2.78 0.52 -2.48  H18 0.973, H19 0.946

Here are the Mulliken charges for atoms 1 to 4, given in e:
1 C -1.390
2 C -0.098
3 C -0.683
4 C -0.117

=====

ORCA calculation (the ωB97M-V functional and the def2-TZVPD basis) on 2 unconnected molecules or ions with the total composition C5H10O.

Properties
spin multiplicity	1
DFT total energy	-7390.5373	eV
relative energy (zero: lowest compared OMol25 entry of this formula, charge and spin)	407.95	kJ/mol
LUMO level	0.759	eV

Last columns: bonded neighbours and bond lengths (Å).
CARTESIAN COORDINATES (ANGSTROEM)
1 O 2.90 0.63 0.47  C2 1.307, H7 0.980
2 C 2.83 -0.04 1.60  O1 1.307, H9 1.129
3 C 0.14 -0.59 -0.52  C4 1.541, C6 1.553, H8 1.093, H10 1.095
4 C -1.30 -1.07 -0.24  C3 1.541, C5 1.543, H11 1.095, H12 1.093
5 C -1.76 0.40 -0.36  C4 1.543, C6 1.546, H13 1.095, H14 1.093
6 C -0.30 0.84 -0.10  C3 1.553, C5 1.546, H15 1.098, H16 1.097
7 H 2.05 0.87 0.07  O1 0.980
8 H 0.95 -1.08 0.03  C3 1.093
9 H 1.73 -0.16 1.82  C2 1.129
10 H 0.38 -0.62 -1.59  C3 1.095
11 H -1.39 -1.43 0.79  C4 1.095
12 H -1.73 -1.80 -0.92  C4 1.093
13 H -2.06 0.64 -1.38  C5 1.095
14 H -2.53 0.76 0.33  C5 1.093
15 H -0.13 1.02 0.97  C6 1.098
16 H 0.07 1.70 -0.67  C6 1.097

Here are the Mulliken charges for atoms 1 to 4, given in e:
1 O -0.281
2 C -0.190
3 C -0.503
4 C -0.590

=====

Repeat the second record exactly.
ORCA calculation (the ωB97M-V functional and the def2-TZVPD basis) on 2 unconnected molecules or ions with the total composition CHClOS2 at a distorted geometry.

Properties
spin multiplicity	1
DFT total energy	-37292.8610	eV
relative energy (zero: lowest compared OMol25 entry of this formula, charge and spin)	59.49	kJ/mol
LUMO level	-0.717	eV

Last columns: bonded neighbours and bond lengths (Å).
CARTESIAN COORDINATES (ANGSTROEM)
1 C 1.37 2.28 -1.03  O2 1.115
2 O 0.78 1.67 -1.76  C1 1.115
3 S -1.16 -0.84 1.72  S4 2.017, H6 1.397
4 S -0.29 -1.74 0.13  S3 2.017, Cl5 2.095
5 Cl 1.64 -1.03 -0.25  S4 2.095
6 H -2.35 -0.34 1.19  S3 1.397

Here are the Mulliken charges for atoms 1 to 4, given in e:
1 C 0.091
2 O -0.082
3 S -0.137
4 S 0.088